18
Properties=species:S:1:pos:R:3 method="wB97M-V/def2-TZVPD" smiles="O=S1(=O)C[C@@H](O)[C@H](O)CS1" total_energy_ev=-34136.409
C -0.5954 -1.3833 0.7184
H -1.6506 0.0586 1.6174
H -0.5750 -2.5010 0.9394
O -0.6818 1.4988 0.8603
C -0.8821 -1.4513 -0.8132
S 0.6314 0.9544 0.5862
C -1.0053 0.0414 -1.4253
H -1.8587 -1.8027 -1.0140
H 0.0813 -3.0777 -1.1894
O -1.7455 -0.9073 1.3979
S 0.6429 0.9044 -1.4057
H 1.6082 -1.3469 0.9660
H -1.5736 0.6551 -0.5889
H -1.4247 0.0041 -2.3885
C 0.6471 -0.8026 1.2387
O 0.0765 -2.2075 -1.5263
H 0.5396 -0.7651 2.3710
O 1.7857 1.6922 1.0289

=====

18
Properties=species:S:1:pos:R:3 method="wB97M-V/def2-TZVPD" smiles="O=S1(=O)OC[C@@H](CCO)O1" total_energy_ev=-25348.803
O 2.1268 0.6043 1.6888
H -0.1863 -2.2089 -1.3055
H 1.0269 2.2488 1.4928
H 0.6405 1.1793 -1.0955
O -3.0309 -1.9308 0.4335
C 1.4867 1.5242 0.8386
H 2.1920 2.0866 0.2340
C -0.2957 -1.1257 -1.3206
H 1.0748 -1.1622 0.1901
H 2.5471 -0.1016 1.1757
O -0.9123 -0.8634 0.8837
C 0.3767 0.9361 -0.0776
O -2.9202 0.4282 0.2036
C 0.1877 -0.5795 0.0069
O -1.7058 -0.8923 -1.4050
H -0.5506 1.4297 0.1571
S -2.2923 -0.8106 0.0801
H 0.2347 -0.7623 -2.1807

=====

18
Properties=species:S:1:pos:R:3 method="wB97M-V/def2-TZVPD" smiles="O=S1(=O)OC[C@@H](CCO)O1" total_energy_ev=-25349.264
H 0.6985 -1.3648 0.0396
H 0.1763 -0.9116 1.6477
O -0.1948 0.5733 -1.3262
O -1.9929 -0.9238 -0.8930
C 2.0115 0.0670 0.9961
H 2.3071 -0.1575 2.0248
C -0.3905 0.4502 0.1027
O -0.2460 -1.6429 -2.4339
C -1.8483 0.0083 0.1899
H 2.7333 -0.4148 0.3400
C 0.6037 -0.5182 0.7227
S -1.0484 -0.5156 -2.1143
O 2.1544 1.4562 0.7457
H -0.2645 1.4590 0.4898
H -2.5310 0.8461 0.0411
O -1.7967 0.1504 -3.1180
H -2.0828 -0.5186 1.1106
H 1.7111 1.9573 1.4347

=====

14
Properties=species:S:1:pos:R:3 method="wB97M-V/def2-TZVPD" smiles=SCC[C@H]1CO1 total_energy_ev=-17158.079
H -0.7161 0.0214 -1.4301
O -2.4510 0.2295 -0.1740
H -0.9852 1.8034 0.1639
S 2.0320 -0.5535 0.0247
C -0.2570 1.0021 0.4048
H 1.8590 1.6233 0.4348
H 1.1885 -1.4129 -0.5177
C 1.2173 0.9428 -0.1149
C -1.0631 0.0564 -0.3733
H -2.0465 -1.8641 -0.2605
C -1.7990 -1.0203 0.2473
H -1.6683 -1.0951 1.2735
H -0.3174 0.7537 1.5547
H 1.1915 1.3040 -1.2043

=====

In eV, the LUMO values for the records above are, in order, 0.3867 0.3087 0.3678 0.8454.